C17H14ClNO2PbS2 as an isolated structure in a non-equilibrium geometry. Source: the OMol25 dataset; level of theory: ωB97M-V/def2-TZVPD.

Output
LUMO	4.21	eV
ΔE to the lowest compared entry with this formula, charge and spin	73.1	kJ/mol
energy	-62881.0478	eV
net charge	-2
HOMO-LUMO gap	5.32	eV

CARTESIAN COORDINATES (ANGSTROEM)
C: 1.222 -1.604 -0.229
C: 1.336 -1.635 -1.633
C: 0.009 -1.674 -2.176
H: 2.253 -1.701 -2.205
C: -0.901 -1.661 -1.086
C: -0.147 -1.684 0.111
H: -0.552 -1.750 1.114
H: 2.029 -1.466 0.477
H: -0.250 -1.828 -3.219
H: -1.985 -1.666 -1.152
Pb: 0.316 1.317 -1.546
Cl: 2.373 2.285 -0.591
C: 0.483 3.248 -5.548
C: -0.751 2.611 -5.902
C: -0.440 1.381 -6.568
H: -1.748 3.009 -5.730
C: 0.987 1.260 -6.629
C: 1.557 2.414 -6.000
H: 2.618 2.635 -5.914
H: 0.586 4.216 -5.063
H: -1.158 0.677 -6.983
H: 1.539 0.447 -7.096
O: 2.289 0.706 5.291
S: 1.737 -0.255 4.368
O: 2.382 -1.536 4.157
N: 1.195 0.414 2.948
C: -0.118 0.409 2.713
S: -0.758 0.907 1.220
C: -0.854 -0.156 3.871
C: -2.218 -0.434 4.053
C: -2.666 -1.038 5.241
C: -1.731 -1.388 6.231
C: -0.354 -1.181 6.045
C: 0.043 -0.569 4.860
H: -2.913 -0.161 3.257
H: -3.740 -1.232 5.383
H: -2.074 -1.841 7.155
H: 0.402 -1.476 6.775


A 9-piece molecular cluster, C26H46Br8O15 overall in a non-equilibrium geometry. Source: the OMol25 dataset; level of theory: ωB97M-V/def2-TZVPD.

Output
SMILES string	C[C@H]1COC(=O)O1.C[C@H]1COC(=O)O1.C[C@H]1COC(=O)O1.COC(=O)OC.COC(=O)OC.BrCCBr.BrCCBr.BrCCBr.BrCCBr
LUMO	-0.11	eV
energy	-618761.2689	eV
net charge	0
HOMO-LUMO gap	9.74	eV

CARTESIAN COORDINATES (ANGSTROEM)
C: 2.253 -4.091 -1.540
C: 2.164 -3.206 -0.323
C: 2.440 -3.923 1.027
O: 3.283 -3.023 1.751
C: 3.880 -2.224 0.884
O: 4.786 -1.483 1.135
O: 3.296 -2.297 -0.328
H: 1.882 -3.636 -2.450
H: 1.721 -5.032 -1.350
H: 3.257 -4.509 -1.649
H: 1.348 -2.485 -0.261
H: 3.026 -4.840 0.895
H: 1.558 -4.271 1.565
C: -3.832 -2.322 -3.611
C: -4.192 -0.886 -3.985
C: -3.085 -0.114 -4.691
O: -3.711 0.498 -5.805
C: -4.958 0.032 -5.964
O: -5.668 0.312 -6.876
O: -5.283 -0.782 -4.931
H: -4.736 -2.869 -3.342
H: -3.201 -2.428 -2.727
H: -3.308 -2.763 -4.457
H: -4.725 -0.271 -3.245
H: -2.308 -0.794 -5.052
H: -2.623 0.602 -4.014
C: -6.467 3.943 -0.590
C: -5.068 3.436 -0.313
C: -3.997 4.484 -0.384
O: -3.264 4.290 0.852
C: -3.862 3.293 1.573
O: -3.442 2.889 2.606
O: -5.052 2.998 1.049
H: -6.676 4.104 -1.654
H: -6.647 4.926 -0.155
H: -7.207 3.184 -0.338
H: -4.881 2.633 -1.025
H: -4.306 5.527 -0.301
H: -3.336 4.340 -1.236
C: 0.920 4.773 0.820
O: 0.909 4.094 -0.440
C: -0.112 4.298 -1.272
O: -1.039 5.052 -1.137
O: 0.168 3.654 -2.397
C: -0.463 3.991 -3.619
H: 0.423 4.170 1.581
H: 0.404 5.733 0.852
H: 1.983 4.909 0.991
H: -1.217 3.257 -3.902
H: 0.311 3.931 -4.384
H: -0.829 5.015 -3.578
C: 2.073 -5.528 5.332
O: 0.775 -4.940 5.438
C: 0.147 -4.600 4.345
O: 0.386 -5.050 3.235
O: -0.775 -3.684 4.586
C: -1.450 -3.134 3.463
H: 2.591 -5.432 6.280
H: 2.671 -5.085 4.539
H: 1.908 -6.580 5.102
H: -2.192 -2.463 3.895
H: -2.020 -3.873 2.899
H: -0.736 -2.596 2.848
Br: 5.580 -0.521 4.932
C: 4.236 -1.913 4.721
C: 2.899 -1.454 4.221
Br: 1.849 -0.562 5.650
H: 4.183 -2.453 5.663
H: 4.642 -2.644 4.019
H: 2.287 -2.317 3.958
H: 2.952 -0.803 3.354
Br: 2.890 2.458 3.207
C: 3.736 2.239 1.456
C: 5.198 1.785 1.616
Br: 5.999 1.704 -0.178
H: 3.712 3.161 0.874
H: 3.157 1.561 0.830
H: 5.129 0.800 2.072
H: 5.748 2.493 2.224
Br: 0.233 -1.114 -3.028
C: 1.663 0.229 -3.231
C: 2.970 -0.458 -3.655
Br: 4.473 0.773 -3.276
H: 1.930 0.547 -2.225
H: 1.381 0.990 -3.947
H: 2.930 -0.656 -4.722
H: 3.192 -1.301 -3.011
Br: 0.664 -0.628 1.680
C: -0.083 0.553 0.276
C: -1.596 0.556 0.301
Br: -2.370 1.343 -1.291
H: 0.306 0.240 -0.684
H: 0.225 1.575 0.497
H: -2.062 1.136 1.093
H: -1.948 -0.472 0.383


A 3-piece molecular cluster, C4H12NO2 overall in a non-equilibrium geometry. Source: the OMol25 dataset; level of theory: ωB97M-V/def2-TZVPD.

Output
LUMO (spin up / spin down)	-10.85 / -13.33	eV
ΔE to the lowest compared entry with this formula, charge and spin	93.5	kJ/mol
energy	-9906.4665	eV
net charge	+2
spin multiplicity	2
HOMO-LUMO gap (spin up / spin down)	6.76 / 4.20	eV

CARTESIAN COORDINATES (ANGSTROEM)
C: -0.125 -1.493 1.706
C: -0.254 -0.711 0.472
C: -1.321 0.157 0.184
C: 1.959 -1.285 -0.314
N: 0.769 -0.834 -0.499
H: -0.054 -2.584 1.679
H: -0.917 -1.121 2.350
H: 0.790 -1.166 2.223
H: -1.331 0.872 -0.629
H: -2.234 -0.004 0.754
H: 2.634 -1.276 -1.162
H: 2.455 -1.369 0.643
H: 0.571 -0.573 -1.512
H: -1.146 4.200 1.842
H: -1.923 3.037 2.419
O: -1.165 3.236 1.861
H: 0.438 0.892 -3.226
H: 0.505 -0.526 -3.910
O: 0.433 -0.062 -3.067


C35H31N3O2PdSSeTe as an isolated structure in a non-equilibrium geometry. Source: the OMol25 dataset; level of theory: ωB97M-V/def2-TZVPD.

Output
LUMO (spin up / spin down)	4.11 / 3.07	eV
ΔE to the lowest compared entry with this formula, charge and spin	111.2	kJ/mol
energy	-132318.7631	eV
net charge	-2
spin multiplicity	5
HOMO-LUMO gap (spin up / spin down)	3.47 / 5.18	eV

CARTESIAN COORDINATES (ANGSTROEM)
Pd: 0.151 0.615 0.759
C: -3.258 -1.561 -2.143
C: -2.843 -0.206 -2.639
C: -3.035 0.108 -3.976
C: -2.616 1.317 -4.506
C: -1.984 2.222 -3.674
C: -1.780 1.964 -2.323
C: -1.143 3.057 -1.508
C: -2.222 0.730 -1.763
N: -1.956 0.383 -0.445
C: -2.918 -0.069 0.410
O: -4.147 0.069 0.217
C: -2.410 -0.699 1.627
C: -3.253 -1.092 2.657
C: -2.738 -1.704 3.787
C: -1.330 -1.894 3.877
C: -0.528 -1.447 2.863
N: -1.046 -0.917 1.729
C: 0.966 -1.531 2.986
O: 1.472 -2.205 3.901
N: 1.647 -0.811 2.079
C: 3.031 -0.899 1.952
C: 3.660 -2.143 1.697
C: 2.835 -3.392 1.593
C: 5.037 -2.202 1.529
C: 5.823 -1.065 1.582
C: 5.214 0.160 1.799
C: 3.844 0.265 1.990
C: 3.231 1.605 2.236
H: -3.661 -2.168 -2.956
H: -4.009 -1.460 -1.361
H: -2.398 -2.079 -1.705
H: -3.514 -0.625 -4.618
H: -2.777 1.549 -5.553
H: -1.643 3.172 -4.075
H: -0.357 3.548 -2.085
H: -0.708 2.681 -0.591
H: -1.883 3.807 -1.221
H: -4.308 -0.873 2.551
H: -3.381 -1.997 4.608
H: -0.864 -2.340 4.744
H: 2.007 -3.231 0.896
H: 2.391 -3.623 2.562
H: 3.433 -4.239 1.249
H: 5.500 -3.166 1.335
H: 6.898 -1.131 1.453
H: 5.817 1.062 1.829
H: 3.997 2.377 2.335
H: 2.623 1.591 3.139
H: 2.568 1.877 1.414
S: 1.540 0.392 -1.261
Se: -0.439 2.103 2.690
C: -1.615 3.492 2.121
C: -1.320 4.818 2.441
C: -2.188 5.841 2.090
C: -3.373 5.559 1.422
C: -3.672 4.241 1.100
C: -2.804 3.216 1.442
H: -0.397 5.035 2.966
H: -1.933 6.867 2.335
H: -4.055 6.357 1.156
H: -4.589 4.002 0.574
H: -3.048 2.196 1.179
Te: 0.393 -1.584 -0.881
C: 1.422 -2.555 -2.535
C: 1.068 -2.256 -3.851
C: 1.717 -2.864 -4.912
C: 2.728 -3.790 -4.682
C: 3.092 -4.086 -3.374
C: 2.442 -3.477 -2.312
H: 0.284 -1.527 -4.032
H: 1.443 -2.612 -5.930
H: 3.231 -4.271 -5.512
H: 3.897 -4.788 -3.185
H: 2.739 -3.700 -1.293


One molecule with the formula C5H7N3O in a non-equilibrium geometry. Source: the OMol25 dataset; level of theory: ωB97M-V/def2-TZVPD.

Output
SMILES string	C1=NN[C@H]2C=NO[C@H]1C2
LUMO	-0.05	eV
ΔE to the lowest compared entry with this formula, charge and spin	992.3	kJ/mol
energy	-11806.1054	eV
net charge	0
HOMO-LUMO gap	8.88	eV

CARTESIAN COORDINATES (ANGSTROEM)
C: 1.434 -1.202 -0.227
N: 2.088 -0.120 -0.368
N: 1.227 1.179 -0.231
C: -0.214 1.304 0.280
C: -1.473 1.000 -0.536
N: -2.040 -0.242 -0.273
O: -1.156 -1.481 0.098
C: 0.006 -0.902 0.006
C: 0.060 0.172 1.152
H: 2.122 -2.119 -0.146
H: 1.775 1.897 -0.417
H: -0.169 2.538 0.537
H: -2.466 1.524 -1.003
H: 0.025 -0.396 -1.064
H: -0.884 -0.078 1.711
H: 1.051 0.531 1.660


C38H62Ge3N3O4PdSi3 as an isolated structure. Source: the OMol25 dataset; level of theory: ωB97M-V/def2-TZVPD.

Output
LUMO	2.29	eV
ΔE to the lowest compared entry with this formula, charge and spin	64.2	kJ/mol
energy	-249739.0251	eV
net charge	-1
HOMO-LUMO gap	6.24	eV

CARTESIAN COORDINATES (ANGSTROEM)
Pd: -0.221 -0.665 -0.045
C: -5.445 3.750 1.099
O: -4.407 4.659 0.796
C: -3.247 4.127 0.304
C: -2.297 5.054 -0.148
C: -1.150 4.562 -0.717
C: -0.876 3.189 -0.854
C: 0.239 2.794 -1.716
C: 1.345 3.811 -1.949
O: 0.275 1.721 -2.303
C: -1.766 2.252 -0.252
O: -1.592 0.988 -0.077
C: -2.991 2.779 0.255
H: -6.313 4.352 1.359
H: -5.184 3.109 1.946
H: -5.682 3.119 0.238
H: -2.500 6.113 -0.070
H: -0.435 5.271 -1.114
H: 0.998 4.590 -2.633
H: 2.193 3.308 -2.400
H: 1.656 4.282 -1.016
H: -3.705 2.052 0.614
C: -4.386 0.464 2.316
Si: -3.083 -0.877 2.073
C: -3.774 -2.336 3.064
C: -1.562 -0.286 2.997
Ge: -2.420 -1.679 -0.111
Si: -2.642 -4.083 -0.069
C: -1.823 -4.964 1.396
C: -1.935 -4.868 -1.647
C: -4.436 -4.687 -0.016
Si: -3.553 -1.029 -2.112
C: -2.432 -1.369 -3.590
C: -5.071 -2.126 -2.403
C: -4.157 0.727 -2.351
H: -4.709 0.416 3.361
H: -5.268 0.321 1.686
H: -3.985 1.460 2.125
H: -4.038 -2.008 4.074
H: -3.042 -3.139 3.155
H: -4.673 -2.749 2.597
H: -1.812 -0.071 4.042
H: -1.184 0.632 2.540
H: -0.766 -1.034 2.976
H: -1.016 -4.394 1.857
H: -1.424 -5.931 1.073
H: -2.569 -5.157 2.170
H: -1.055 -4.348 -2.028
H: -2.685 -4.860 -2.442
H: -1.653 -5.909 -1.462
H: -5.009 -4.172 0.759
H: -4.458 -5.758 0.208
H: -4.944 -4.527 -0.964
H: -1.987 -2.366 -3.543
H: -1.625 -0.634 -3.647
H: -3.021 -1.298 -4.510
H: -4.771 -3.117 -2.749
H: -5.709 -1.681 -3.173
H: -5.669 -2.255 -1.499
H: -3.375 1.462 -2.163
H: -5.003 0.963 -1.700
H: -4.487 0.829 -3.390
C: 3.858 -1.552 -2.934
Ge: 3.780 0.142 -1.869
C: 3.602 1.396 -3.387
C: 5.710 0.338 -1.420
Ge: 2.186 0.138 0.098
C: 3.353 -1.041 1.259
C: 4.218 -2.022 0.773
C: 4.978 -2.823 1.622
C: 4.875 -2.670 2.996
C: 4.004 -1.715 3.508
C: 3.261 -0.918 2.650
C: 2.610 1.871 0.998
C: 3.817 2.563 0.880
C: 4.065 3.719 1.607
C: 3.102 4.215 2.478
C: 1.893 3.548 2.608
C: 1.654 2.393 1.872
H: 4.860 -1.617 -3.364
H: 3.149 -1.497 -3.763
H: 3.674 -2.466 -2.372
H: 4.141 0.955 -4.230
H: 4.041 2.372 -3.177
H: 2.556 1.532 -3.659
H: 6.285 0.143 -2.329
H: 6.023 -0.369 -0.650
H: 5.961 1.341 -1.073
H: 4.316 -2.174 -0.296
H: 5.658 -3.559 1.205
H: 5.463 -3.289 3.664
H: 3.898 -1.598 4.580
H: 2.588 -0.178 3.073
H: 4.580 2.195 0.207
H: 5.011 4.236 1.495
H: 3.293 5.115 3.049
H: 1.131 3.930 3.277
H: 0.695 1.893 1.966
C: 1.988 -5.234 1.965
N: 1.611 -4.452 0.794
C: 1.953 -4.868 -0.445
C: 1.656 -4.156 -1.548
C: 0.971 -2.920 -1.352
N: 0.610 -2.525 -0.129
C: 0.928 -3.245 0.999
O: 0.607 -2.897 2.115
N: 0.624 -2.120 -2.360
H: 3.005 -5.601 1.837
H: 1.298 -6.068 2.107
H: 1.946 -4.582 2.831
H: 2.481 -5.811 -0.494
H: 1.923 -4.499 -2.535
H: 1.003 -2.258 -3.279
H: 0.240 -1.208 -2.062


One molecule with the formula C4H5NO. Source: the OMol25 dataset; level of theory: ωB97M-V/def2-TZVPD.

Output
SMILES string	C=COC1=NC1
LUMO	0.98	eV
ΔE to the lowest compared entry with this formula, charge and spin	312.9	kJ/mol
energy	-7763.2833	eV
net charge	0
HOMO-LUMO gap	10.92	eV

CARTESIAN COORDINATES (ANGSTROEM)
C: 1.291 -0.731 0.523
C: 0.584 -1.228 -0.480
O: -0.096 -0.413 -1.381
C: -0.669 0.614 -0.757
N: -1.275 1.691 -0.930
C: -1.057 1.091 0.519
H: 1.445 0.338 0.626
H: 1.733 -1.376 1.267
H: 0.430 -2.281 -0.686
H: -0.358 1.612 1.174
H: -1.905 0.631 1.028


A 9-piece molecular cluster, C27H41F17N10O21 overall in a non-equilibrium geometry. Source: the OMol25 dataset; level of theory: ωB97M-V/def2-TZVPD.

Output
SMILES string	CC(=O)OCCCCCOC(=O)N(CCC(F)(F)C(F)(F)C(F)(F)C(F)(F)C(F)(F)C(F)(F)C(F)(F)C(F)(F)F)OC#N.C[N+](=O)[O-].C[N+](=O)[O-].C[N+](=O)[O-].C[N+](=O)[O-].C[N+](=O)[O-].C[N+](=O)[O-].C[N+](=O)[O-].C[N+](=O)[O-]
LUMO	-0.13	eV
energy	-132734.8415	eV
net charge	0
HOMO-LUMO gap	9.97	eV

CARTESIAN COORDINATES (ANGSTROEM)
C: 8.346 -1.952 3.633
C: 7.947 -3.066 2.706
O: 8.260 -4.220 2.927
O: 7.159 -2.733 1.645
C: 7.786 -1.877 0.674
C: 6.948 -0.650 0.424
C: 5.900 -0.828 -0.696
C: 4.462 -0.724 -0.231
C: 4.171 0.635 0.337
O: 2.763 0.743 0.570
C: 2.422 1.931 1.062
O: 3.155 2.664 1.706
N: 1.104 2.270 0.724
C: 0.074 1.236 0.830
C: -0.287 0.868 2.285
C: -0.259 -0.615 2.540
F: 0.840 -1.159 1.986
F: -0.184 -0.865 3.861
C: -1.526 -1.301 2.002
F: -1.609 -1.122 0.680
F: -2.560 -0.646 2.556
C: -1.695 -2.810 2.382
F: -2.292 -2.835 3.579
F: -0.514 -3.405 2.531
C: -2.646 -3.589 1.411
F: -3.642 -2.769 1.069
F: -3.179 -4.586 2.123
C: -2.041 -4.283 0.165
F: -2.991 -5.134 -0.247
F: -0.968 -5.008 0.474
C: -1.680 -3.412 -1.076
F: -2.568 -2.450 -1.296
F: -1.737 -4.233 -2.140
C: -0.231 -2.832 -1.071
F: -0.277 -1.602 -1.583
F: 0.266 -2.738 0.165
C: 0.779 -3.625 -1.944
F: 0.567 -3.419 -3.231
F: 1.997 -3.153 -1.636
F: 0.755 -4.923 -1.663
O: 0.732 3.428 1.465
C: 0.092 4.220 0.674
N: -0.487 4.948 -0.053
H: 7.483 -1.534 4.130
H: 8.815 -1.143 3.088
H: 9.062 -2.332 4.335
H: 7.898 -2.469 -0.224
H: 8.781 -1.615 1.011
H: 7.628 0.155 0.177
H: 6.467 -0.393 1.356
H: 6.070 -0.091 -1.468
H: 6.077 -1.785 -1.158
H: 4.300 -1.449 0.565
H: 3.800 -0.980 -1.051
H: 4.695 0.735 1.275
H: 4.516 1.401 -0.349
H: 0.404 0.401 0.236
H: -0.799 1.629 0.336
H: 0.383 1.356 2.972
H: -1.260 1.277 2.493
C: -5.598 -2.787 -1.630
N: -6.892 -2.320 -2.196
O: -7.893 -2.932 -1.906
O: -6.852 -1.346 -2.917
H: -5.787 -3.656 -1.012
H: -4.948 -3.030 -2.464
H: -5.186 -1.970 -1.045
C: 5.702 -0.297 -5.803
N: 5.159 -0.658 -4.465
O: 5.868 -1.293 -3.716
O: 4.035 -0.288 -4.213
H: 6.707 -0.692 -5.882
H: 5.046 -0.735 -6.548
H: 5.696 0.786 -5.874
C: -8.447 0.304 -5.268
N: -9.009 1.336 -6.182
O: -9.206 1.025 -7.335
O: -9.231 2.426 -5.703
H: -8.302 -0.610 -5.830
H: -7.506 0.683 -4.886
H: -9.157 0.158 -4.461
C: 2.810 -5.003 0.780
N: 4.069 -5.378 1.472
O: 4.941 -5.889 0.806
O: 4.128 -5.149 2.659
H: 2.902 -5.268 -0.264
H: 2.005 -5.553 1.258
H: 2.674 -3.932 0.903
C: -2.027 1.026 6.048
N: -1.981 2.341 5.353
O: -2.928 3.081 5.481
O: -0.986 2.580 4.701
H: -2.965 0.957 6.585
H: -1.948 0.253 5.290
H: -1.180 0.987 6.725
C: -3.079 3.666 -3.106
N: -1.927 3.104 -2.353
O: -0.819 3.288 -2.800
O: -2.186 2.497 -1.335
H: -2.697 4.175 -3.982
H: -3.722 2.836 -3.381
H: -3.592 4.355 -2.443
C: -2.483 7.737 -0.191
N: -3.796 7.503 -0.853
O: -3.996 6.419 -1.361
O: -4.594 8.413 -0.836
H: -1.881 6.839 -0.281
H: -2.013 8.578 -0.690
H: -2.686 7.970 0.851
C: -5.168 5.348 1.885
N: -3.750 5.096 2.266
O: -3.048 4.521 1.462
O: -3.395 5.495 3.351
H: -5.333 4.945 0.893
H: -5.793 4.857 2.623
H: -5.325 6.423 1.903